[1]
18
Properties=species:S:1:pos:R:3 method="wB97M-V/def2-TZVPD" multiplicity=1 lumo_energy_ev=0.86 e_homo_ha=-0.3456 e_above_lowest_kcal_mol=38.1 gap_ev=10.26 fmax_ev_per_a=1.50 smiles="C[SiH](C)Cl.C1=CC1" energy_ev=-25762.418
C -4.464 -0.455 -0.440
C -3.091 -1.029 -0.234
Cl 1.574 -2.004 0.301
H -5.334 -1.015 -0.111
H 3.012 0.143 -2.309
H -4.658 0.181 -1.297
C 2.054 0.905 1.530
H 2.773 0.418 2.186
C 3.324 0.195 -1.268
Si 1.832 -0.032 -0.109
H -2.411 -1.772 -0.565
H 4.084 -0.569 -1.119
H 0.605 0.424 -0.777
H 2.399 1.921 1.358
H 3.794 1.160 -1.116
C -3.419 -0.058 0.560
H -3.189 0.624 1.340
H 1.114 0.963 2.071



[2]
21
Properties=species:S:1:pos:R:3 method="wB97M-V/def2-TZVPD" charge=+1 multiplicity=6 lumo_energy_ev="-4.33 / -8.85" e_homo_ha="-0.3677 / -0.4887" e_above_lowest_kcal_mol=84.1 gap_ev="5.68 / 4.45" fmax_ev_per_a=4.85 energy_ev=-51165.509
C -0.635 1.634 0.606
C 1.448 -2.100 -0.604
H -1.529 -0.313 0.591
H -3.906 1.508 -2.077
C -2.927 1.729 -1.628
H 1.410 -3.194 -0.732
H -2.908 2.776 -1.286
H 3.998 -2.774 1.290
H 1.243 -1.547 -1.537
O -2.745 0.831 -0.571
O 3.346 -0.820 1.271
H -0.775 0.310 -1.089
Co 1.688 0.016 1.030
H 2.898 -2.239 2.695
H -2.146 1.598 -2.399
C -1.315 0.485 -0.138
H -1.269 1.840 1.495
H -0.715 2.535 -0.038
O 0.918 -1.619 0.493
C 3.241 -2.062 1.659
O 0.679 1.406 0.969



[3]
21
Properties=species:S:1:pos:R:3 method="wB97M-V/def2-TZVPD" multiplicity=1 lumo_energy_ev=-0.65 e_homo_ha=-0.2174 e_above_lowest_kcal_mol=12.9 gap_ev=5.27 fmax_ev_per_a=6.42 energy_ev=-14098.330
H 3.414 1.721 1.609
O 0.934 -2.860 1.140
O 0.069 -1.503 -0.396
H 2.831 -3.563 1.121
C 1.393 1.165 2.199
H 2.154 -3.275 -0.526
C 0.089 -1.878 0.785
C 2.212 -2.904 0.505
H -2.297 -1.869 2.973
H -0.561 -1.568 3.303
O -1.113 -2.054 1.354
C 2.543 2.162 2.116
H 1.890 0.165 2.144
H 0.958 1.261 3.220
H 2.943 2.362 3.124
Cs -0.283 1.837 -1.788
H -1.143 -3.252 3.055
H 2.630 -1.886 0.484
C -1.275 -2.202 2.764
H 2.199 3.153 1.785
O 0.356 1.028 1.303



[4]
21
Properties=species:S:1:pos:R:3 method="wB97M-V/def2-TZVPD" charge=+1 multiplicity=7 lumo_energy_ev="-6.47 / -5.51" e_homo_ha="-0.4051 / -0.4068" gap_ev="4.55 / 5.56" fmax_ev_per_a=5.12 energy_ev=-33540.404
H -1.062 1.399 1.705
C -2.818 -1.033 -1.295
C -0.564 0.991 0.813
F 5.422 0.046 0.378
H 3.320 -0.728 1.045
C 0.799 0.432 1.160
H 3.310 0.915 0.145
H -3.235 -1.799 -0.609
H 0.741 -0.242 2.032
O -1.691 -1.506 -1.961
H -0.477 1.790 0.059
H -3.631 -0.761 -1.995
C -2.496 0.216 -0.474
H -2.280 1.070 -1.137
O -1.311 -0.092 0.268
H 1.432 1.286 1.470
C 3.157 -0.172 0.111
Eu -0.028 -1.391 -1.114
H -3.309 0.488 0.215
H 3.371 -0.637 -0.858
O 1.351 -0.272 0.041



[5]
21
Properties=species:S:1:pos:R:3 method="wB97M-V/def2-TZVPD" charge=+1 multiplicity=1 lumo_energy_ev="-5.14 / -7.53" e_homo_ha="-0.5168 / -0.4108" gap_ev="8.92 / 3.65" fmax_ev_per_a=5.04 energy_ev=-19383.820
O -1.420 -0.948 -2.078
C 0.940 1.114 1.106
O 1.513 0.438 -0.024
C 3.091 0.372 0.022
F 5.515 0.267 0.098
H -2.948 -1.335 -0.733
O -1.117 0.466 0.161
H 0.906 0.412 1.956
H 3.396 1.426 0.042
H 3.295 -0.217 0.927
H -3.145 0.935 0.115
H -2.150 1.586 -1.232
C -2.319 0.715 -0.577
In 0.128 -0.542 -1.044
H 1.549 1.995 1.386
H -0.985 1.945 1.624
H -3.396 -0.308 -2.111
H 3.337 -0.111 -0.930
C -0.448 1.583 0.736
H -0.397 2.395 -0.007
C -2.572 -0.542 -1.410



[6]
18
Properties=species:S:1:pos:R:3 method="wB97M-V/def2-TZVPD" charge=+1 multiplicity=1 lumo_energy_ev=-3.43 e_homo_ha=-0.4989 e_above_lowest_kcal_mol=42.3 gap_ev=10.15 fmax_ev_per_a=3.88 smiles="C/C=C/[N@H+](C)CI" energy_ev=-14945.447
I -3.364 -0.219 -0.146
C 0.901 -2.715 0.115
C -0.094 -0.437 0.338
H 0.284 -1.447 -1.577
C 0.598 1.834 -0.066
H -2.380 2.244 -0.270
H -1.679 1.552 1.199
H 0.519 1.894 1.042
C -1.955 1.358 0.140
N -0.516 0.806 -0.370
H 0.006 -3.312 0.284
C 0.310 -1.429 -0.408
H 1.642 -3.255 -0.587
H 0.070 -0.430 1.388
H 1.564 1.521 -0.390
H 0.304 2.722 -0.464
H -0.666 0.558 -1.408
H 1.218 -2.420 1.138



[7]
18
Properties=species:S:1:pos:R:3 method="wB97M-V/def2-TZVPD" charge=+1 multiplicity=1 lumo_energy_ev=-5.34 e_homo_ha=-0.4854 e_above_lowest_kcal_mol=65.4 gap_ev=7.87 fmax_ev_per_a=5.03 energy_ev=-14944.445
H -1.706 0.701 -1.086
H 1.161 -0.058 0.741
H 1.436 -0.311 -2.276
H -0.990 1.854 -1.718
C -0.680 -1.457 2.675
H -1.340 -2.011 3.316
H 1.442 1.746 0.687
H 0.229 -1.353 -1.501
I 1.148 -0.730 3.286
N -1.035 -1.357 1.499
H -0.407 -0.309 -2.728
C 1.438 0.789 0.038
H -1.907 -1.635 1.122
C 0.412 -0.415 -1.987
H -0.943 2.079 0.077
H 2.318 0.553 -0.387
C -0.916 1.335 -0.841
C 0.341 0.578 -0.915



[8]
18
Properties=species:S:1:pos:R:3 method="wB97M-V/def2-TZVPD" charge=+1 multiplicity=1 lumo_energy_ev=-3.42 e_homo_ha=-0.4942 e_above_lowest_kcal_mol=42.9 gap_ev=10.02 fmax_ev_per_a=3.91 smiles=CC(C)(I)[C@H]1C[NH2+]1 energy_ev=-14945.421
H 2.397 -1.347 -0.274
H -0.468 0.711 -1.712
H 0.995 -0.519 1.631
C -0.822 -0.369 -1.474
N -1.001 0.082 1.812
H -0.691 -1.015 -2.494
I -0.434 -2.870 0.212
H 1.666 -1.083 -1.869
C 1.654 -0.708 -0.847
H -1.805 -0.589 -1.081
H -0.921 -0.155 2.781
H -0.971 1.758 0.559
H 0.144 1.771 2.065
C 0.164 -0.077 0.930
H -1.828 -0.173 1.201
H 1.840 0.312 -0.908
C -0.315 1.256 1.289
C 0.110 -0.875 -0.439



[9]
18
Properties=species:S:1:pos:R:3 method="wB97M-V/def2-TZVPD" charge=+1 multiplicity=1 lumo_energy_ev=-3.66 e_homo_ha=-0.4615 e_above_lowest_kcal_mol=59.2 gap_ev=8.90 fmax_ev_per_a=5.23 smiles="C/C(I)=C/[C@@H](C)[NH3+]" energy_ev=-14944.715
N -0.034 2.175 0.302
H 1.332 0.299 -1.447
C 1.638 0.707 -0.454
H 2.304 -0.195 -0.126
H -1.105 -3.063 0.039
I -3.321 0.324 0.012
C -0.414 -0.546 0.474
H -0.780 2.492 0.965
H -2.261 -2.788 -1.042
H 0.776 2.936 0.174
C -1.656 -1.090 0.115
H -2.775 -3.013 0.491
C 0.633 0.887 0.591
C -1.947 -2.502 -0.068
H 2.227 1.574 -0.522
H -0.408 2.062 -0.685
H 0.162 -1.416 0.749
H 0.870 1.036 1.657



[10]
18
Properties=species:S:1:pos:R:3 method="wB97M-V/def2-TZVPD" charge=+1 multiplicity=1 lumo_energy_ev=-3.99 e_homo_ha=-0.4906 e_above_lowest_kcal_mol=3.8 gap_ev=9.36 fmax_ev_per_a=3.65 energy_ev=-14947.117
H -0.469 -1.700 2.135
H 1.524 0.879 0.867
H 0.820 -1.390 -1.862
N 0.950 0.376 0.240
H -0.911 -0.216 2.654
H -2.875 3.546 -0.283
H -1.752 -0.648 -0.463
C 0.111 -0.680 -1.693
H -0.802 -2.092 -0.179
H 0.730 -0.317 2.697
H -0.469 -0.430 -2.553
H 2.053 0.556 -1.535
H 0.365 1.474 -1.529
I -1.821 3.133 0.813
C -0.085 -0.700 2.092
C 0.044 -0.411 0.723
C 0.986 0.600 -1.240
C -0.724 -1.069 -0.432